1.
{
  "formula": "C2H11N2O2",
  "method": "the ωB97M-V functional and the def2-TZVPD basis",
  "symbols": ["C", "N", "C", "N", "H", "H", "H", "H", "H", "H", "H", "H", "H", "O", "H", "H", "O"],
  "xyz": [[0.6821, -1.3430, -1.5949], [-0.1130, -0.9659, -0.4349], [-0.7273, -1.8553, 0.3275], [-1.3706, -1.4425, 1.3994], [1.6508, -1.7382, -1.3838], [0.6398, -0.6678, -2.4239], [0.2678, -2.1323, -2.2327], [-0.2728, -0.0042, -0.0571], [-0.7037, -2.9305, 0.1087], [-1.4917, -0.4698, 1.6549], [-1.7552, -2.0279, 2.1169], [0.6944, 3.9553, 0.1635], [2.1297, 3.3777, -0.0946], [1.1532, 3.2182, -0.1876], [-0.8522, 2.2180, 0.8229], [0.5300, 1.4572, 0.8661], [-0.4613, 1.3511, 0.9495]],
  "forces_ev_per_a": [[-0.865, -1.000, -1.343], [-0.827, -1.169, 0.526], [0.442, 0.704, -0.132], [-0.566, 0.068, 0.713], [0.862, 0.501, 0.492], [0.565, 1.571, 0.329], [-0.805, -0.646, 1.014], [0.460, -0.232, -1.016], [0.117, 0.510, 0.031], [0.507, 0.239, -0.513], [-0.026, -0.798, -0.336], [-0.310, 1.414, 0.507], [-1.533, 0.116, -0.108], [2.128, -1.343, -0.433], [0.180, 0.127, -0.153], [-1.592, 0.654, 0.159], [1.263, -0.718, 0.265]],
  "e_homo_ev": -14.659,
  "de_lowest_kj_mol": 86.3,
  "charge": 1,
  "max_force_ha_per_bohr": 0.0497,
  "gap_ha": 0.4250
}


2.
{
  "formula": "C2H11N2O2",
  "method": "the ωB97M-V functional and the def2-TZVPD basis",
  "symbols": ["C", "C", "N", "N", "H", "H", "H", "H", "H", "H", "H", "H", "H", "O", "H", "H", "O"],
  "xyz": [[1.2045, 0.8156, -0.3624], [0.8417, -0.4417, 0.0492], [-0.3533, -0.6807, 0.8296], [2.3139, 1.1823, -0.9690], [0.6311, 1.6727, -0.0413], [1.4539, -1.3122, -0.1950], [-0.1095, -0.6447, 1.8355], [-1.2076, -0.1063, 0.7328], [-0.7170, -1.6353, 0.6413], [3.0641, 0.6543, -1.4246], [2.5956, 2.1651, -1.0296], [-1.2107, 3.9801, -2.8750], [-1.7158, 4.9829, -1.7502], [-1.4752, 4.0687, -1.9588], [-2.3921, -5.1996, 1.9237], [-1.2960, -4.8831, 2.7246], [-1.6275, -4.6180, 1.8694]],
  "forces_ev_per_a": [[0.843, 2.062, 0.138], [0.393, -1.006, -0.923], [-0.576, -0.854, 0.485], [0.561, 0.019, -0.285], [-0.431, 0.157, 0.024], [-0.335, -0.010, 0.261], [-0.113, -0.206, 0.054], [0.472, 0.613, -0.434], [0.265, -0.120, 0.235], [-0.492, -0.941, 0.323], [-0.780, 0.182, 0.125], [-0.202, 0.573, -0.206], [0.135, -0.253, -0.530], [0.169, -0.438, 0.776], [-0.630, 0.061, -0.924], [1.008, 0.282, 0.586], [-0.288, -0.122, 0.295]],
  "e_homo_ev": [-16.882, -16.882],
  "de_lowest_kj_mol": 150.0,
  "spin_multiplicity": 2,
  "charge": 2,
  "max_force_ha_per_bohr": 0.0434,
  "s_squared": 0.77,
  "gap_ha": [0.2975, 0.1521]
}


3.
{
  "formula": "C2H11N2Si",
  "method": "the ωB97M-V functional and the def2-TZVPD basis",
  "symbols": ["C", "C", "N", "N", "Si", "H", "H", "H", "H", "H", "H", "H", "H", "H", "H", "H"],
  "xyz": [[-1.8232, 0.0093, 1.1633], [0.7195, -0.2597, -2.2901], [1.3434, 0.5157, -3.0951], [0.9737, -0.1554, -0.8798], [-0.5487, -0.2533, 2.4799], [-2.1840, -0.9716, 0.6939], [-2.7565, 0.4660, 1.6251], [-1.5053, 0.6110, 0.3309], [1.0701, 0.5701, -4.0356], [2.1663, 1.0511, -2.7903], [1.4790, -1.0592, -0.7746], [0.1640, -0.1706, -0.3191], [1.5222, 0.6424, -0.4911], [0.4323, -1.0609, 1.7463], [-0.9671, -1.1190, 3.7770], [-0.0856, 1.1840, 2.8594]],
  "forces_ev_per_a": [[-2.505, -1.537, 0.268], [-2.868, -0.498, -1.949], [1.609, 0.416, 3.011], [3.604, 0.405, -0.400], [-0.382, 0.200, 1.878], [0.499, 1.151, 0.750], [1.119, -0.299, -0.785], [0.088, 0.711, -0.267], [-0.180, -0.304, -1.539], [-0.347, 0.438, -0.446], [-0.198, 0.423, 0.931], [-1.890, -0.619, 0.658], [0.303, -0.326, -0.247], [0.775, -0.018, 0.027], [0.392, 1.169, -1.694], [-0.021, -1.311, -0.196]],
  "e_homo_ev": -14.291,
  "de_lowest_kj_mol": 274.7,
  "charge": 1,
  "max_force_ha_per_bohr": 0.0710,
  "gap_ha": 0.3835
}


4.
{
  "formula": "C2H11N3O",
  "method": "the ωB97M-V functional and the def2-TZVPD basis",
  "symbols": ["C", "N", "O", "H", "H", "H", "H", "H", "C", "N", "N", "H", "H", "H", "H", "H", "H"],
  "xyz": [[0.6618, 1.0149, 1.2990], [0.2692, -0.1379, 2.0681], [2.0542, 1.3199, 1.4238], [2.3963, 1.6227, 0.5761], [0.5041, -0.9766, 1.5517], [0.7217, -0.1597, 2.9748], [0.2030, 1.8651, 1.8330], [1.6839, -0.6661, -0.2853], [-0.9754, -0.1793, -1.7008], [-1.2078, 0.7031, -0.7900], [-1.5877, -1.3858, -1.8334], [-1.2734, -2.0393, -2.5286], [-0.1534, 1.0248, 0.2554], [-2.0247, 0.4908, -0.2204], [-2.2045, -1.7212, -1.1110], [-0.3494, 0.1104, -2.5340], [1.2820, -0.8857, -0.9784]],
  "forces_ev_per_a": [[-3.360, 1.562, 0.127], [0.219, -0.238, -0.548], [0.404, -0.532, -1.072], [-0.007, -0.054, 0.039], [0.076, -0.194, 0.287], [0.046, -0.071, -0.057], [-0.136, -0.091, 0.010], [-1.118, -0.661, -2.106], [-1.253, 0.779, 0.563], [-0.868, -0.356, -1.679], [0.070, -0.043, -0.130], [-0.064, 0.027, 0.043], [3.705, -0.055, 2.129], [0.258, -0.372, 0.297], [0.125, 0.001, -0.052], [0.583, -0.263, 0.088], [1.320, 0.560, 2.061]],
  "e_homo_ev": -8.335,
  "de_lowest_kj_mol": 248.2,
  "max_force_ha_per_bohr": 0.0831,
  "gap_ha": 0.3357
}


5.
{
  "formula": "C2H11N3P",
  "method": "the ωB97M-V functional and the def2-TZVPD basis",
  "symbols": ["C", "C", "N", "N", "N", "P", "H", "H", "H", "H", "H", "H", "H", "H", "H", "H", "H"],
  "xyz": [[1.4934, -1.5762, -0.2973], [-1.1974, 0.9798, 0.0723], [0.6153, -2.5778, 0.2631], [-1.5091, 0.6652, 1.3162], [-1.7078, 1.9872, -0.5324], [0.9806, 0.3681, -0.6265], [2.4192, -1.4091, 0.2689], [1.7170, -1.7213, -1.2682], [0.3334, -2.1583, 1.1602], [2.3991, 0.5082, -0.9313], [-2.0529, 1.3021, 1.9130], [-1.3251, -0.2301, 1.6974], [-1.3733, 2.0414, -1.5151], [-0.1886, -2.7328, -0.3171], [-2.3966, 2.4137, 0.1147], [0.6863, 0.9928, -1.8982], [1.1066, 1.1473, 0.5801]],
  "forces_ev_per_a": [[-1.911, 0.666, 2.492], [2.186, -3.512, -0.135], [1.024, 2.377, 0.646], [-0.878, 1.631, 0.334], [-0.068, 0.050, 0.591], [1.616, 0.474, 0.847], [-0.496, 0.019, 0.049], [0.946, -1.087, -3.264], [-0.182, -1.082, -0.322], [-0.451, -0.032, 0.030], [0.079, -0.517, -0.216], [0.375, -0.524, 0.232], [-1.330, 1.195, 1.046], [-0.356, -0.184, -0.173], [-0.019, 1.112, -2.130], [-0.483, -0.365, 0.814], [-0.051, -0.220, -0.842]],
  "e_homo_ev": -12.994,
  "de_lowest_kj_mol": 289.0,
  "charge": 1,
  "max_force_ha_per_bohr": 0.0805,
  "gap_ha": 0.3489
}


6.
{
  "formula": "C2H11N4O",
  "method": "the ωB97M-V functional and the def2-TZVPD basis",
  "symbols": ["C", "C", "N", "N", "N", "N", "O", "H", "H", "H", "H", "H", "H", "H", "H", "H", "H", "H"],
  "xyz": [[2.1507, 0.0963, -0.3278], [-1.6323, -0.9881, 0.4184], [1.6184, -1.2496, -0.0436], [-2.9141, 0.7594, -0.3370], [0.9525, 0.9111, -0.6256], [0.0342, 1.0793, 0.4057], [-2.1884, -0.3718, -0.5955], [2.6329, 0.8291, 0.4404], [2.8107, 0.1685, -1.2377], [-1.2349, -1.9102, 0.1324], [-1.8241, -1.0130, 1.4197], [2.0715, -1.7332, 0.8311], [2.0597, -1.7987, -0.7791], [-3.5086, 0.6444, 0.5377], [-3.5115, 0.8623, -1.0822], [0.6077, 0.9008, -1.5357], [0.4617, 1.2346, 1.3311], [-0.5568, 1.8502, 0.2766]],
  "forces_ev_per_a": [[-1.249, 2.684, 0.196], [0.138, 1.281, -4.065], [2.848, -1.476, 2.001], [0.206, 1.070, 3.932], [2.041, 1.170, 1.021], [0.067, -2.415, 1.397], [0.606, -2.273, 1.875], [-0.264, -2.401, -0.483], [-0.746, -0.305, 0.911], [1.351, -0.929, -1.013], [-1.178, 1.486, 2.693], [-1.067, 1.511, -1.842], [-0.481, -0.382, -0.029], [1.029, -0.013, -1.350], [-1.598, 0.233, -2.336], [-1.125, -0.247, -1.314], [0.335, -0.268, -0.851], [-0.912, 1.275, -0.741]],
  "e_homo_ev": [-11.655, -11.673],
  "de_lowest_kj_mol": 697.5,
  "charge": 1,
  "max_force_ha_per_bohr": 0.0829,
  "gap_ha": [0.2403, 0.2416]
}


7.
{
  "formula": "C2H11N5O",
  "method": "the ωB97M-V functional and the def2-TZVPD basis",
  "symbols": ["C", "C", "N", "N", "N", "N", "N", "O", "H", "H", "H", "H", "H", "H", "H", "H", "H", "H", "H"],
  "xyz": [[-0.3500, 0.0981, 1.0678], [0.6151, 1.9505, 2.3110], [0.7138, 0.9912, 1.4305], [-1.7302, -0.4054, -1.0599], [0.9846, -2.6203, -2.8762], [-0.8475, 0.5521, -0.2797], [0.1747, -1.8406, -2.5023], [1.6447, 2.6314, 2.6513], [0.2262, -0.8889, 1.1430], [-1.0826, 0.1672, 1.9056], [-0.3657, 1.9650, 2.8280], [1.5966, 1.0018, 0.9566], [-1.8770, 0.2387, -1.9491], [-2.6466, -0.5157, -0.6299], [1.0607, -3.6255, -2.7476], [1.7070, -2.3350, -3.5850], [0.0146, 0.6599, -0.7465], [-1.3498, -1.2325, -1.3833], [1.5115, 3.2082, 3.4659]],
  "forces_ev_per_a": [[0.316, -1.556, 0.719], [-1.051, -1.114, 1.070], [0.497, 2.238, 0.131], [-0.383, 6.275, -0.746], [2.289, -0.122, -2.602], [-1.489, -1.567, 1.915], [-1.642, 1.030, 1.521], [-0.496, 0.673, 0.772], [-1.547, 0.699, -0.618], [0.084, -0.299, -1.050], [0.663, 0.678, -0.058], [0.689, -0.601, -0.491], [-0.008, -1.852, 1.834], [-0.010, 0.093, 0.371], [-0.643, -0.790, 0.862], [-0.152, 0.030, 0.423], [0.787, -0.040, -1.919], [1.982, -3.123, -0.923], [0.115, -0.651, -1.210]],
  "e_homo_ev": -15.304,
  "de_lowest_kj_mol": 273.9,
  "charge": 2,
  "max_force_ha_per_bohr": 0.1231,
  "gap_ha": 0.2789
}


8.
{
  "formula": "C2H11N6Pt",
  "method": "the ωB97M-V functional and the def2-TZVPD basis",
  "symbols": ["C", "Pt", "N", "H", "H", "H", "H", "H", "H", "H", "H", "N", "N", "N", "C", "N", "N", "H", "H", "H"],
  "xyz": [[2.7326, -0.6256, -2.5004], [-0.0461, 0.7001, -0.9804], [-0.6924, -1.3102, -1.7719], [1.4176, 1.2370, -0.5085], [2.9853, -1.1261, -1.5495], [3.6180, -0.1033, -2.8428], [1.8465, 0.0539, -2.4622], [2.8737, -1.3457, -3.2991], [-1.6752, -1.1446, -1.9643], [-0.6302, -2.0971, -1.1084], [-0.2595, -1.6708, -2.6516], [-1.4224, 2.0101, 3.6565], [-1.1843, 0.9849, 2.7817], [-2.1683, 0.1480, 2.3930], [-1.7620, -0.2972, 1.1906], [-0.6012, 0.3606, 0.8383], [-0.2559, 1.2056, 1.8135], [-0.5190, 2.3938, 3.9292], [-1.9959, 1.7002, 4.4179], [-2.2612, -1.0738, 0.6184]],
  "forces_ev_per_a": [[1.062, -0.134, -0.087], [1.728, 0.409, -2.441], [0.573, -0.614, -0.488], [-0.462, -0.106, -0.542], [-0.398, 0.426, -0.312], [0.198, 1.158, 0.735], [0.848, -0.928, -0.397], [-1.477, -0.684, -0.194], [-0.163, -0.264, -0.201], [0.006, 0.590, -0.264], [-0.328, 0.652, 0.853], [1.044, -1.493, -1.657], [-1.251, 0.251, 2.757], [-1.820, -2.388, -1.920], [-0.156, 1.966, 3.706], [-1.346, -0.618, 2.223], [2.720, 1.137, -2.264], [-0.121, 0.350, -0.079], [-0.692, -0.065, 0.384], [0.034, 0.355, 0.190]],
  "e_homo_ev": [-10.431, -13.725],
  "de_lowest_kj_mol": 62.0,
  "spin_multiplicity": 5,
  "charge": 1,
  "max_force_ha_per_bohr": 0.0816,
  "s_squared": 6.01,
  "gap_ha": [0.2518, 0.2340]
}